Record 1
Below is a molecular structure, C20H36Cl18F6NO4S2 at a distorted geometry, with properties calculated with wB97M-V/def2-TZVPD.

```
87
Properties=species:S:1:pos:R:3:forces:R:3
C 0.697 -0.282 -0.824 -0.44 0.38 0.84
F 0.378 -0.673 -2.043 0.37 -0.10 -0.03
F 1.956 -0.599 -0.489 -0.07 -0.59 -0.71
F 0.641 1.053 -0.783 -0.46 -0.55 0.11
S -0.528 -1.064 0.394 -3.26 -1.01 -2.59
O -0.839 -2.374 -0.103 0.58 0.72 -0.21
O 0.098 -0.992 1.700 -6.64 -8.09 -3.23
N -1.861 -0.047 0.070 3.02 -1.58 0.65
S -1.956 0.921 1.299 -1.41 1.19 2.30
O -2.553 0.275 2.463 0.12 0.57 -0.72
O -0.806 1.753 1.624 -1.40 -0.33 -1.06
C -3.272 2.105 0.626 0.53 -1.00 -0.56
F -3.655 2.963 1.558 -0.07 0.03 0.17
F -2.795 2.783 -0.419 0.18 0.25 0.08
F -4.326 1.414 0.179 -0.12 0.10 0.38
Cl 0.587 -4.878 1.724 -0.07 0.20 -0.22
C 2.332 -4.573 1.752 1.06 -0.55 0.42
C 2.727 -3.104 1.712 -0.78 -0.18 -0.36
Cl 4.311 -2.861 2.511 -0.19 -0.09 -0.26
H 2.806 -5.167 0.972 -0.22 0.22 -0.31
H 2.715 -5.018 2.670 -0.21 0.20 0.17
H 1.972 -2.503 2.216 0.36 -0.24 0.15
H 2.778 -2.709 0.699 0.28 -0.19 -0.04
Cl -3.572 -3.285 1.578 0.02 0.25 0.13
C -2.536 -3.025 3.010 0.28 -0.24 0.20
C -2.313 -4.339 3.716 0.73 0.07 0.37
Cl -3.777 -4.948 4.519 -0.32 -0.26 -0.14
H -2.962 -2.271 3.668 -0.31 -0.09 -0.17
H -1.565 -2.651 2.684 -0.06 -0.12 -0.24
H -1.599 -4.258 4.535 0.07 0.44 -0.16
H -1.876 -5.070 3.039 -0.53 -0.20 -0.09
Cl -5.144 7.410 0.508 0.00 -0.09 -0.02
C -5.736 5.745 0.276 -0.44 -0.46 0.31
C -7.242 5.710 0.001 0.68 -0.14 -1.02
Cl -8.163 6.270 1.391 -0.27 0.04 0.23
H -5.541 5.165 1.176 0.06 0.27 0.18
H -5.126 5.276 -0.493 -0.28 0.17 -0.34
H -7.567 4.709 -0.281 0.16 -0.19 0.46
H -7.512 6.306 -0.871 0.13 0.36 0.21
Cl -0.340 3.584 -2.296 0.19 0.11 -0.34
C 1.418 3.933 -2.518 -0.43 -0.07 0.23
C 2.150 3.439 -1.297 0.77 0.02 0.51
Cl 1.787 4.368 0.193 -0.16 -0.01 -0.29
H 1.483 4.999 -2.713 0.19 0.05 0.29
H 1.771 3.412 -3.406 -0.13 -0.16 0.03
H 3.236 3.472 -1.383 -0.15 0.44 -0.32
H 1.944 2.387 -1.110 -0.16 0.57 0.01
Cl 3.715 1.532 -3.075 0.29 -0.08 -0.17
C 4.630 0.241 -2.247 0.10 -0.22 -0.12
C 5.244 -0.696 -3.260 -0.22 -0.35 0.05
Cl 3.943 -1.462 -4.216 0.21 -0.03 -0.22
H 3.911 -0.286 -1.625 0.11 -0.01 -0.01
H 5.402 0.684 -1.620 -0.07 0.15 -0.07
H 5.754 -1.517 -2.758 0.06 0.14 0.09
H 5.921 -0.227 -3.970 -0.04 0.19 0.13
Cl -1.733 0.028 -4.914 0.03 0.36 0.03
C -0.213 0.959 -4.979 0.16 0.38 -0.22
C 0.271 1.128 -6.427 -0.72 -0.76 1.04
Cl 0.499 -0.491 -7.160 0.25 0.18 -0.22
H 0.495 0.472 -4.312 0.13 -0.13 -0.22
H -0.409 1.952 -4.571 -0.11 -0.06 0.03
H 1.214 1.663 -6.473 -0.04 0.08 -0.06
H -0.546 1.622 -6.947 0.30 0.09 -0.37
Cl 0.810 -2.511 4.701 -2.41 -2.77 3.19
C -0.180 -1.014 4.913 -2.12 -0.71 0.30
C -0.900 -0.955 6.233 0.25 0.49 -0.50
Cl -2.104 -2.246 6.400 -0.10 -0.16 0.40
H -0.903 -1.061 4.096 -0.09 -0.03 0.12
H 0.411 -0.133 4.671 -0.42 -0.25 1.18
H -1.458 -0.019 6.221 0.02 0.02 0.16
H -0.195 -0.948 7.061 -0.18 -0.26 0.15
Cl -0.638 -3.119 -4.060 0.42 -0.03 -0.16
C 1.137 -2.914 -4.226 0.15 -1.12 -0.27
C 1.860 -3.971 -3.396 0.22 0.44 -0.58
Cl 1.690 -3.608 -1.699 -0.12 -0.27 0.98
H 1.391 -1.893 -3.973 -0.03 -0.04 0.18
H 1.451 -3.127 -5.250 -0.44 0.31 -0.19
H 2.933 -3.977 -3.586 -0.07 0.21 -0.27
H 1.495 -4.967 -3.640 -0.27 0.07 0.25
Cl 1.870 -0.791 3.588 4.72 3.83 -4.06
C 1.499 0.335 2.260 4.69 5.56 2.21
C 1.438 1.771 2.746 0.94 -1.19 -0.86
Cl 3.053 2.355 3.303 0.08 0.38 0.30
H 0.518 0.038 1.889 2.56 4.50 1.75
H 2.240 0.214 1.472 0.21 0.10 0.27
H 0.695 1.835 3.534 0.19 0.52 0.13
H 1.168 2.339 1.858 0.13 0.40 0.60
```
Positions in Å, forces in eV/Å.

The energy is -294380.2777 eV. The value obtained for the HOMO energy is -0.2109 Eh. The charge is -1.

These are the Mulliken partial charges, in e, on atoms 1 to 8:
1. C 0.217
2. F 0.013
3. F -0.004
4. F -0.239
5. S 0.586
6. O -0.421
7. O 0.905
8. N -0.517



Record 2
Below is a molecular structure, C20H36CoN2Si2 at a distorted geometry, with properties calculated with wB97M-V/def2-TZVPD.

```
61
Properties=species:S:1:pos:R:3:forces:R:3
C 5.103 -2.001 -0.294 0.15 -0.10 0.02
C 4.831 -2.921 0.897 0.09 -0.01 -0.02
H 4.950 -2.534 -1.238 -0.05 0.12 0.08
H 6.144 -1.662 -0.279 -0.14 0.00 -0.04
H 4.462 -1.116 -0.293 0.13 -0.17 0.04
H 3.770 -3.171 0.983 0.10 0.04 0.00
H 5.388 -3.858 0.791 -0.08 0.11 0.05
H 5.151 -2.456 1.835 -0.12 -0.04 -0.09
C -0.967 0.894 -2.654 -1.08 0.23 -0.28
C -1.908 1.191 -3.640 1.37 -0.01 0.33
C -3.259 0.892 -3.431 -0.82 -0.62 1.08
C -3.630 0.275 -2.237 0.08 0.35 -0.68
H 0.090 1.145 -2.760 -0.36 -0.10 -0.05
H -1.582 1.664 -4.563 -0.01 -0.13 0.18
H -4.018 1.137 -4.167 0.17 0.00 0.06
H -4.669 0.043 -1.988 0.38 0.14 -0.36
N -1.324 0.323 -1.470 -0.04 -0.04 -1.30
C -2.646 -0.027 -1.287 0.08 0.07 0.80
C -2.903 -0.596 0.015 0.38 0.29 -0.39
N -1.778 -0.651 0.818 -1.82 -0.71 1.18
C -1.913 -1.174 2.065 -1.09 -0.29 -0.30
C -4.295 -1.466 1.787 -0.31 0.53 -1.26
C -3.146 -1.585 2.566 1.42 -0.03 0.37
H -1.000 -1.280 2.643 -0.27 0.13 -0.02
H -3.181 -1.994 3.570 -0.04 0.08 -0.12
C -4.164 -0.964 0.496 -0.30 -0.35 0.46
H -5.020 -0.815 -0.164 0.17 -0.24 0.37
H -5.274 -1.744 2.168 0.17 0.02 -0.02
Co -0.293 0.290 0.162 0.93 0.75 -0.06
C 0.942 -0.436 1.452 0.92 -0.40 0.40
H 0.733 -1.521 1.418 0.21 0.23 -0.06
H 0.820 -0.126 2.508 -0.06 0.15 -0.58
H 1.989 -0.271 1.166 -0.25 -0.15 0.24
C 2.961 2.476 1.766 0.23 -0.03 0.06
Si 2.205 2.459 0.043 -1.13 -0.25 0.41
C 2.565 4.129 -0.744 0.17 0.04 -0.21
C 2.997 1.118 -1.014 0.30 0.08 -0.20
C 0.318 2.157 0.080 0.23 0.57 -0.11
Si -0.769 3.088 1.349 0.72 -0.13 -0.72
C -0.414 4.928 1.123 -0.20 0.23 0.14
C -2.598 2.832 0.992 -0.24 0.11 -0.04
C -0.440 2.608 3.133 -0.02 -0.03 0.18
H 4.048 2.616 1.661 -0.20 -0.01 0.11
H 2.797 1.537 2.311 0.02 0.22 -0.12
H 2.578 3.302 2.384 0.09 -0.19 -0.23
H 3.656 4.260 -0.811 -0.23 0.06 -0.02
H 2.160 4.180 -1.766 0.09 0.02 0.24
H 2.153 4.970 -0.171 0.11 -0.26 -0.14
H 2.806 0.098 -0.659 -0.04 0.33 -0.08
H 2.623 1.185 -2.047 0.10 0.00 0.19
H 4.087 1.261 -1.046 -0.20 -0.07 -0.09
H -0.025 2.519 -0.928 0.08 -0.17 0.71
H -0.555 5.231 0.075 0.05 -0.11 0.21
H -1.119 5.515 1.729 0.17 -0.04 -0.10
H 0.604 5.213 1.420 -0.23 -0.12 -0.02
H -2.973 1.845 1.292 0.12 0.14 -0.02
H -3.183 3.589 1.541 0.13 -0.21 -0.14
H -2.817 2.961 -0.078 0.06 -0.02 0.19
H -0.741 1.572 3.345 0.07 0.23 -0.07
H 0.615 2.725 3.414 -0.25 -0.06 -0.08
H -1.035 3.266 3.783 0.12 -0.15 -0.08
```
Positions in Å, forces in eV/Å.

The energy is -77686.6978 eV. The value obtained for the HOMO energy (alpha / beta) is -0.1986 / -0.3256 Eh. Its spin multiplicity is 4. The relative energy (zero: lowest compared OMol25 entry of this formula, charge and spin) is 0.00 kJ/mol. As for the expectation value of S²: 3.8270.

These are the Mulliken partial charges, in e, on atoms 1 to 8:
1. C -0.362
2. C -0.891
3. H 0.290
4. H 0.317
5. H -0.147
6. H 0.240
7. H 0.336
8. H 0.266



Record 3
Below is 8 unconnected molecules or ions with the total composition C20H36F4O16 at a distorted geometry, with properties calculated with wB97M-V/def2-TZVPD.

```
76
Properties=species:S:1:pos:R:3:forces:R:3
O -13.987 -7.470 16.729 -0.41 -0.32 -0.53
C -12.956 -7.264 17.261 1.08 -0.18 0.93
O -12.603 -6.119 17.861 0.79 -1.11 0.16
C -11.227 -6.265 18.306 0.75 1.80 -1.11
C -10.866 -7.730 18.125 -1.53 0.20 0.77
F -10.832 -8.382 19.365 0.15 0.46 -1.23
O -11.924 -8.218 17.361 -1.53 0.58 -0.21
H -10.624 -5.572 17.647 -0.44 -1.00 0.64
H -11.132 -5.903 19.318 -0.14 -0.20 0.35
H -10.028 -7.946 17.513 1.43 0.01 0.45
O -7.184 -11.404 14.773 3.53 -1.96 0.06
C -8.133 -10.784 14.931 -2.29 2.06 -0.80
O -8.197 -9.415 14.648 -2.40 -0.89 0.99
C -9.619 -9.020 14.864 0.08 -2.22 0.34
C -10.311 -10.460 14.722 2.33 0.39 -1.37
F -10.483 -10.835 13.361 0.30 0.82 0.91
O -9.349 -11.368 15.245 -0.42 2.27 -0.45
H -9.751 -8.682 15.947 0.17 -0.24 -2.00
H -9.976 -8.325 14.074 0.56 -0.36 0.91
H -11.240 -10.619 15.143 -1.72 0.00 1.22
O -9.224 -6.325 10.181 -0.20 0.19 0.27
C -10.186 -6.704 10.764 -1.71 0.87 0.09
O -10.557 -7.946 10.963 0.59 -1.23 0.16
C -11.712 -8.040 11.792 -1.26 -0.02 0.61
C -12.102 -6.545 12.019 -1.18 -2.28 0.02
F -11.844 -6.279 13.342 -0.13 0.55 0.27
O -11.236 -5.881 11.224 2.03 1.27 -1.02
H -12.502 -8.601 11.271 0.43 0.27 0.06
H -11.506 -8.547 12.761 0.00 0.40 -0.90
H -13.168 -6.302 11.759 1.10 -0.05 0.46
O -8.995 -6.241 15.615 -0.06 -1.68 1.07
C -9.168 -5.271 14.976 0.01 0.35 0.72
O -8.958 -5.169 13.696 0.68 0.49 -1.81
C -8.980 -3.793 13.326 -0.05 1.06 -1.42
C -9.642 -3.130 14.501 -1.75 0.77 0.39
F -11.007 -2.863 14.271 0.76 -0.57 -0.05
O -9.575 -4.112 15.528 0.09 1.70 -0.51
H -7.991 -3.321 13.128 -0.24 -0.99 0.40
H -9.540 -3.644 12.376 0.07 -0.34 0.80
H -9.286 -2.120 14.766 0.43 -0.85 0.36
C -6.053 -6.781 9.499 -1.12 -0.55 -2.03
C -6.062 -5.315 9.788 1.54 1.31 -0.02
O -6.762 -4.897 10.957 -1.55 -0.89 -0.32
H -7.058 -7.208 9.338 0.17 0.38 0.22
H -5.599 -7.368 10.243 0.75 -0.62 1.12
H -5.547 -6.988 8.525 -0.05 0.32 0.73
H -6.359 -4.733 8.883 -0.13 -0.34 0.62
H -5.005 -5.007 10.006 -0.79 -0.16 -0.32
H -7.670 -5.304 10.901 1.26 0.57 0.02
C -13.780 -11.418 13.889 -0.94 0.82 0.40
C -14.089 -10.272 14.829 0.08 -0.14 0.91
O -13.293 -9.142 14.405 -0.10 -1.05 -0.08
H -14.104 -11.011 12.952 0.31 -0.34 -1.05
H -14.340 -12.316 14.094 -0.45 -0.20 0.22
H -12.747 -11.686 13.926 0.72 0.05 -0.31
H -13.863 -10.580 15.874 0.14 0.45 -0.38
H -15.156 -9.981 14.838 0.36 -0.23 -0.24
H -13.348 -8.516 15.122 -0.18 0.61 0.38
C -14.660 -10.223 8.578 1.75 2.12 -1.32
C -14.716 -9.273 9.753 -0.13 -0.06 1.49
O -14.223 -7.977 9.411 0.89 -0.44 -0.59
H -14.921 -11.195 8.874 -0.84 -1.34 0.12
H -13.556 -10.292 8.250 -1.69 0.17 0.16
H -15.295 -9.753 7.744 0.93 -1.14 1.06
H -14.226 -9.693 10.720 -0.25 0.53 -1.60
H -15.752 -9.115 10.072 -0.01 -0.04 -0.13
H -13.595 -8.089 8.652 -0.59 0.16 0.81
C -9.631 -9.298 7.101 -0.18 1.08 -0.44
C -10.725 -8.260 6.924 0.43 0.03 0.39
O -11.737 -8.539 7.870 -1.67 -0.09 -1.01
H -9.215 -9.123 8.089 0.61 -0.21 -0.07
H -8.929 -9.229 6.274 0.52 0.12 0.28
H -10.050 -10.282 7.060 -0.41 -0.59 0.07
H -11.143 -8.257 5.934 -0.58 -0.47 -0.39
H -10.409 -7.224 7.044 0.54 0.02 0.23
H -11.427 -8.415 8.749 0.79 0.16 1.09
```
Positions in Å, forces in eV/Å.

As for the SMILES: O=C1OC[C@@H](F)O1.O=C1OC[C@@H](F)O1.O=C1OC[C@@H](F)O1.O=C1OC[C@@H](F)O1.CCO.CCO.CCO.CCO. The energy is -64952.7118 eV. The value obtained for the HOMO energy is -0.3715 Eh.

These are the Mulliken partial charges, in e, on atoms 1 to 8:
1. O -0.547
2. C 0.705
3. O -0.371
4. C -0.201
5. C 0.946
6. F -0.366
7. O -0.348
8. H -0.033



- The lowest energy belongs to which entry?
  C20H36Cl18F6NO4S2



- Which of these has the highest energy?
  C20H36F4O16



- Look up the energy of the third one.
  -64952.7118 eV